Formula: C4H14N3O
Source: OMol25
Level of theory: the ωB97M-V functional and the def2-TZVPD basis

Each atom is followed by the atoms it is bonded to, with distances in Å.
Geometry (Å):
1 C -2.0883 1.0026 1.3758  C2 1.556, H8 1.096, H9 1.080, H10 1.089
2 C -2.2182 0.9158 -0.1725  C1 1.556, C3 1.518, H11 1.088, H12 1.089
3 C -1.3893 -0.2133 -0.7588  C2 1.518, N4 1.466, H13 1.098, H14 1.093
4 N 0.0265 -0.0782 -0.4048  C3 1.466, C5 1.306, H15 1.018
5 C 0.9204 -0.9891 -0.6816  N4 1.306, N6 1.364, N7 1.333
6 N 0.5681 -2.1736 -1.2590  C5 1.364, H16 0.995, H17 1.018
7 N 2.2248 -0.8601 -0.4402  C5 1.333, H18 0.987, H19 1.010
8 H -1.8715 0.0017 1.7662  C1 1.096
9 H -2.9677 1.3720 1.8826  C1 1.080
10 H -1.1723 1.5659 1.5471  C1 1.089
11 H -3.2203 0.7789 -0.5723  C2 1.088
12 H -1.8381 1.8714 -0.5294  C2 1.089
13 H -1.7888 -1.1459 -0.3384  C3 1.098
14 H -1.4929 -0.3230 -1.8411  C3 1.093
15 H 0.3191 0.7390 0.1273  N4 1.018
16 H -0.3935 -2.4059 -1.3651  N6 0.995
17 H 1.2244 -2.5586 -1.9356  N6 1.018
18 H 2.9117 -1.5457 -0.6214  N7 0.987
19 H 2.5200 0.0328 -0.0708  N7 1.010
20 H 1.7957 1.7065 2.6557  O22 0.983
21 H 1.5923 2.7200 1.6157  O22 0.967
22 O 1.6571 1.7573 1.6839  H20 0.983, H21 0.967

Output
max |F| = 2.4 eV/Å
LUMO energy = -2.7 eV
energy relative to the best compared isomer or geometry (same formula, charge and spin) = 0.2395 eV
E_tot = -10887.9215 eV
orbital gap = 11.7 eV
HOMO energy = -14.4666 eV
net charge = +1

Just the Löwdin charges please, in e? Sure, here they are: -0.074 -0.217 -0.187 0.114 -0.420 0.198 0.218 0.077 0.079 0.051 0.117 0.109 0.126 0.132 0.127 0.097 0.138 0.122 0.116 0.078 0.059 -0.061